Record 1
# C55H76F3I2N6O2PV

C55H76F3I2N6O2PV as an isolated structure (ωB97M-V with the def2-TZVPD basis set, the OMol25 dataset).

XYZ file:
```
146
Properties=species:S:1:pos:R:3:lowdin_spin:R:1
V 0.192 -1.378 0.616 1.058
I -6.379 -2.748 4.216 0.000
C -4.519 -2.651 3.304 0.000
C -3.542 -3.575 3.649 0.000
C -2.289 -3.506 3.048 0.000
I -0.750 -4.768 3.644 0.000
C -2.066 -2.516 2.123 0.002
O -0.853 -2.360 1.495 -0.008
C -3.040 -1.606 1.726 0.000
C -2.726 -0.651 0.590 0.005
N -1.472 0.119 0.763 0.001
C -1.677 1.215 1.742 0.002
C -1.724 0.903 3.221 0.000
C -2.258 1.892 4.049 0.000
C -2.350 1.655 5.405 0.000
C -1.919 0.430 5.900 0.000
C -1.403 -0.482 5.004 0.000
N -1.295 -0.259 3.688 0.000
C -4.273 -1.665 2.350 0.000
H -3.743 -4.335 4.392 0.000
H -2.628 -1.219 -0.334 0.001
H -3.575 0.017 0.436 0.000
H -1.276 0.627 -0.103 0.000
H -0.937 1.987 1.526 0.000
H -2.647 1.668 1.513 0.000
H -2.595 2.831 3.625 0.000
H -2.763 2.406 6.067 0.000
H -1.986 0.189 6.952 0.000
H -1.059 -1.451 5.357 0.000
H -5.050 -0.963 2.075 0.000
C -1.836 4.453 -3.593 0.000
C -1.614 2.990 -3.896 0.000
C -2.032 2.535 -5.144 0.000
C -1.905 1.210 -5.514 0.000
C -1.376 0.314 -4.602 0.001
C -0.962 0.724 -3.339 0.001
C -0.383 -0.335 -2.451 0.007
C -1.044 2.073 -2.994 0.000
N -0.668 2.541 -1.698 0.000
C 0.271 3.400 -1.636 0.000
C 1.217 3.710 -2.768 0.000
C 0.325 4.342 -0.428 0.000
C 1.035 5.655 -0.642 0.000
N -0.363 4.052 0.590 0.000
C -0.672 5.046 1.568 0.000
C -1.827 5.806 1.359 0.000
C -2.669 5.617 0.123 0.000
C -2.179 6.746 2.320 0.000
C -1.420 6.920 3.467 0.000
C -0.301 6.129 3.669 0.000
C 0.085 5.180 2.729 0.000
C 1.305 4.331 2.950 0.000
H -2.892 4.700 -3.709 0.000
H -1.283 5.077 -4.298 0.000
H -1.550 4.742 -2.586 0.000
H -2.465 3.249 -5.836 0.000
H -2.229 0.875 -6.491 0.000
H -1.283 -0.733 -4.869 0.000
H -0.669 -1.307 -2.847 0.000
H -0.758 -0.327 -1.421 0.004
H 0.706 -0.296 -2.400 0.000
H 1.162 2.946 -3.539 0.000
H 2.241 3.775 -2.395 0.000
H 0.987 4.673 -3.229 0.000
H 2.063 5.502 -0.971 0.000
H 1.037 6.240 0.274 0.000
H 0.535 6.240 -1.419 0.000
H -2.689 4.572 -0.189 0.000
H -2.285 6.204 -0.717 0.000
H -3.691 5.948 0.305 0.000
H -3.067 7.348 2.162 0.000
H -1.702 7.664 4.199 0.000
H 0.291 6.246 4.570 0.000
H 2.154 4.688 2.357 0.000
H 1.603 4.349 3.998 0.000
H 1.116 3.294 2.665 0.000
C 4.343 -2.341 0.821 0.000
C 3.553 -3.610 0.450 -0.004
C 2.699 -3.998 1.675 0.001
C 4.532 -4.763 0.194 -0.001
P 2.446 -3.160 -0.994 -0.012
N 1.386 -2.039 -0.390 -0.085
C 1.413 -4.598 -1.611 -0.002
C 0.399 -4.137 -2.673 0.000
C 0.574 -5.141 -0.441 0.000
C 2.278 -5.728 -2.190 0.000
C 3.441 -2.293 -2.341 -0.001
C 2.707 -2.329 -3.689 0.000
C 3.649 -0.814 -1.952 0.000
C 4.813 -2.946 -2.575 0.000
H 5.178 -2.156 0.149 0.000
H 3.716 -1.451 0.842 0.000
H 4.760 -2.479 1.820 0.000
H 3.311 -3.856 2.569 0.000
H 1.793 -3.408 1.793 0.001
H 2.414 -5.046 1.654 0.000
H 5.114 -4.895 1.110 0.000
H 5.235 -4.571 -0.610 0.000
H 4.026 -5.705 0.001 0.000
H -0.089 -3.205 -2.397 0.000
H -0.374 -4.905 -2.728 0.000
H 0.824 -4.038 -3.664 0.000
H -0.076 -4.385 -0.004 0.000
H 1.171 -5.584 0.349 0.000
H -0.066 -5.931 -0.840 0.000
H 3.082 -5.372 -2.836 0.000
H 1.636 -6.367 -2.800 0.000
H 2.710 -6.355 -1.414 0.000
H 1.694 -1.932 -3.645 0.000
H 2.681 -3.333 -4.109 0.000
H 3.276 -1.707 -4.381 0.000
H 4.490 -0.685 -1.274 0.000
H 2.767 -0.371 -1.495 0.000
H 3.871 -0.253 -2.862 0.000
H 4.742 -4.008 -2.809 0.000
H 5.502 -2.815 -1.745 0.000
H 5.260 -2.458 -3.443 0.000
C -3.033 -3.252 -1.822 0.001
C -3.639 -2.320 -2.849 0.000
O -3.734 -1.027 -2.289 0.000
C -4.469 -0.115 -3.098 0.000
C -4.570 1.199 -2.359 0.000
H -2.851 -4.230 -2.271 0.000
H -3.695 -3.391 -0.965 0.000
H -2.075 -2.866 -1.459 0.001
H -4.631 -2.681 -3.142 0.000
H -3.025 -2.287 -3.760 0.000
H -5.463 -0.530 -3.297 0.000
H -3.961 0.017 -4.060 0.000
H -5.207 1.105 -1.478 0.000
H -5.001 1.963 -3.006 0.000
H -3.578 1.537 -2.048 0.000
F 5.709 -0.116 4.036 0.000
C 4.734 0.776 4.262 0.001
F 5.183 1.982 3.910 0.000
F 4.469 0.782 5.568 0.000
C 3.508 0.390 3.459 0.007
C 3.281 0.960 2.214 0.000
C 2.207 0.508 1.483 0.010
N 1.405 -0.475 1.924 0.004
C 1.595 -0.989 3.147 0.008
C 2.645 -0.573 3.945 -0.002
H 3.930 1.728 1.819 0.000
H 1.983 0.923 0.506 0.002
H 0.908 -1.757 3.462 0.000
H 2.780 -1.007 4.927 0.000
```

The HOMO energy (spin up / spin down) is -12.27 / -12.27 eV. The gap between HOMO and LUMO (spin up / spin down) comes out at 6.33 / 6.43 eV. As for the total charge: +2. As for the spin multiplicity: 2. As for the expectation value of S²: 0.77.

Record 2
# C3H4CuO3

C3H4CuO3 as an isolated structure (ωB97M-V with the def2-TZVPD basis set, the OMol25 dataset).

XYZ file:
```
11
Properties=species:S:1:pos:R:3:lowdin_spin:R:1
H -0.772 1.042 -1.722 0.000
O 0.004 0.691 0.778 0.233
Cu 0.309 0.783 2.655 1.550
C 0.640 0.834 -0.270 0.031
C 0.129 0.395 -1.583 0.008
H 1.697 1.153 -0.214 0.007
H 0.154 -0.705 -1.626 0.000
H 0.854 0.688 -2.359 0.001
O -0.820 -1.015 2.421 0.140
C -1.040 -1.603 1.431 0.020
O -1.154 -2.263 0.489 0.011
```

The HOMO energy (spin up / spin down) is -12.25 / -16.81 eV. The gap between HOMO and LUMO (spin up / spin down) comes out at 7.28 / 9.02 eV. As for the total charge: +1. As for the spin multiplicity: 3. As for the expectation value of S²: 2.00.

Record 3
# C9H14

A 2-piece molecular cluster, C9H14 overall (ωB97M-V with the def2-TZVPD basis set, the OMol25 dataset).

XYZ file:
```
23
Properties=species:S:1:pos:R:3:lowdin_charge:R:1
C -0.457 -1.705 -2.649 -0.056
C -0.518 -1.366 -1.188 -0.285
C 0.518 -1.723 -0.325 -0.060
C 0.347 -1.567 1.040 -0.110
C -0.847 -1.073 1.564 -0.109
C -1.861 -0.655 0.723 -0.082
C -1.676 -0.826 -0.648 -0.059
H -1.156 -1.150 -3.265 0.072
H -0.669 -2.767 -2.788 0.084
H 0.544 -1.540 -3.051 0.077
H 1.452 -2.135 -0.691 0.112
H 1.108 -1.838 1.761 0.102
H -0.879 -0.969 2.642 0.100
H -2.795 -0.258 1.097 0.101
H -2.484 -0.549 -1.319 0.108
C 1.247 1.994 0.340 -0.165
C 1.059 3.011 1.457 -0.171
H 2.317 1.930 0.107 0.065
H 0.983 0.971 0.594 0.032
H 0.764 2.327 -0.577 0.066
H 1.614 2.787 2.367 0.060
H 0.004 3.116 1.719 0.059
H 1.386 3.986 1.091 0.059
```

The HOMO energy is -9.07 eV. The gap between HOMO and LUMO comes out at 10.09 eV. The SMILES is Cc1ccccc1.CC.

Record 4
# C6H11NO

A 2-piece molecular cluster, C6H11NO overall (ωB97M-V with the def2-TZVPD basis set, the OMol25 dataset).

XYZ file:
```
19
Properties=species:S:1:pos:R:3:lowdin_charge:R:1
C 1.304 -1.478 -0.361 -0.056
C 0.477 -0.266 -0.665 -0.286
C 1.049 0.861 -1.206 -0.076
N 0.068 1.829 -1.170 -0.002
C -1.098 1.349 -0.617 -0.065
C -0.860 0.019 -0.295 -0.275
C -1.763 -0.970 0.306 -0.064
H 2.203 -1.499 -0.992 0.076
H 0.790 -2.403 -0.672 0.076
H 1.578 -1.511 0.700 0.077
H 1.980 0.936 -1.741 0.117
H 0.278 2.751 -1.507 0.140
H -1.896 2.073 -0.532 0.115
H -1.342 -1.905 0.670 0.073
H -2.360 -0.578 1.128 0.073
H -2.586 -1.358 -0.312 0.079
O 1.086 0.795 2.434 -0.062
H 0.589 0.324 3.130 0.049
H 0.503 1.033 1.702 0.011
```

The HOMO energy is -8.19 eV. The gap between HOMO and LUMO comes out at 9.09 eV. The SMILES is Cc1c[nH]cc1C.O.

Record 5
# C2H5FO2

C2H5FO2 as an isolated structure (ωB97M-V with the def2-TZVPD basis set, the OMol25 dataset).

XYZ file:
```
10
Properties=species:S:1:pos:R:3:lowdin_charge:R:1
C 0.377 0.744 0.208 0.022
C -0.201 -0.743 0.309 -0.508
O -1.463 -0.859 0.744 0.109
O -0.284 -1.172 -1.452 -0.137
F 0.644 -1.548 0.894 0.136
H 1.164 0.888 0.943 0.072
H 0.740 0.938 -0.896 0.112
H -0.483 1.420 0.362 0.082
H -1.642 -1.682 1.178 0.118
H -0.374 -0.319 -1.873 -0.006
```

The HOMO energy is -10.18 eV. The gap between HOMO and LUMO comes out at 10.87 eV.

The records above yield total energy values of -130623.748, -53947.480, -9560.031, -9937.665, -8966.046 eV, respectively.